[1]
The following is a quantum chemistry calculation of one molecule with the formula C16H20N4O3S at a distorted geometry, from OMol25.

Computed properties:
multiplicity: 1
Kohn-Sham gap: 9.1 eV
LUMO energy: 0.375 eV
E: -39854.536 eV
SMILES string: CCCc1nnc(NC(=O)C2CCN(C(=O)c3ccco3)CC2)s1
F_max: 1.61 eV/Å
energy relative to the best compared isomer or geometry (same formula, charge and spin): 183.2 kJ/mol

CARTESIAN COORDINATES (ANGSTROEM)
C  -5.068  -3.766  0.564
C  -3.933  -2.751  0.591
C  -4.195  -1.657  1.625
C  -3.103  -0.659  1.665
N  -2.063  -0.660  0.923
N  -1.212  0.335  1.139
C  -1.585  1.148  2.067
N  -0.925  2.252  2.509
C  0.212  2.889  2.029
O  0.582  3.886  2.597
C  0.898  2.254  0.847
C  1.772  1.090  1.335
C  2.301  0.337  0.116
N  2.777  1.263  -0.892
C  2.920  0.987  -2.210
O  3.237  1.847  -3.020
C  2.706  -0.393  -2.683
C  2.617  -0.785  -3.996
C  2.470  -2.187  -3.986
C  2.490  -2.551  -2.673
O  2.631  -1.481  -1.880
C  3.047  2.608  -0.430
C  1.773  3.271  0.099
S  -3.130  0.699  2.801
H  -4.868  -4.536  -0.177
H  -5.179  -4.245  1.534
H  -6.009  -3.283  0.310
H  -2.992  -3.248  0.831
H  -3.818  -2.291  -0.391
H  -4.307  -2.099  2.620
H  -5.134  -1.143  1.396
H  -1.346  2.730  3.298
H  0.137  1.835  0.185
H  2.584  1.477  1.952
H  1.184  0.397  1.936
H  1.483  -0.259  -0.296
H  3.106  -0.346  0.417
H  2.653  -0.133  -4.844
H  2.368  -2.833  -4.833
H  2.414  -3.508  -2.193
H  3.445  3.167  -1.278
H  3.813  2.564  0.350
H  2.044  4.083  0.777
H  1.207  3.696  -0.730

---

[2]
The following is a quantum chemistry calculation of one molecule with the formula C16H20N4O3S2 at a distorted geometry, from OMol25.

Computed properties:
multiplicity: 1
Kohn-Sham gap: 8.7 eV
LUMO energy: 0.000 eV
E: -50689.472 eV
SMILES string: CCCCC(=O)Nc1nnc(S(=O)(=O)N2CCCc3ccccc32)s1
F_max: 1.63 eV/Å
energy relative to the best compared isomer or geometry (same formula, charge and spin): 153.6 kJ/mol

CARTESIAN COORDINATES (ANGSTROEM)
C  2.506  4.093  -4.384
C  1.931  2.957  -3.547
C  3.019  1.985  -3.098
C  2.444  0.846  -2.260
C  3.511  -0.107  -1.821
O  4.684  -0.023  -2.072
N  3.089  -1.193  -1.044
C  1.852  -1.531  -0.617
N  0.752  -0.885  -0.845
N  -0.313  -1.450  -0.303
C  -0.071  -2.530  0.345
S  -1.342  -3.475  1.193
O  -2.075  -4.212  0.216
O  -0.685  -4.209  2.227
N  -2.323  -2.280  1.799
C  -3.476  -1.998  0.959
C  -4.386  -0.997  1.650
C  -3.625  0.312  1.806
C  -2.307  0.063  2.484
C  -1.664  1.099  3.147
C  -0.457  0.907  3.792
C  0.108  -0.356  3.801
C  -0.518  -1.404  3.152
C  -1.717  -1.206  2.471
S  1.603  -2.993  0.362
H  1.719  4.775  -4.696
H  2.994  3.702  -5.274
H  3.241  4.654  -3.811
H  1.183  2.417  -4.132
H  1.430  3.369  -2.669
H  3.524  1.568  -3.971
H  3.770  2.517  -2.512
H  1.693  0.289  -2.823
H  1.937  1.232  -1.373
H  3.844  -1.813  -0.771
H  -3.979  -2.951  0.787
H  -3.142  -1.603  -0.008
H  -5.290  -0.855  1.056
H  -4.670  -1.382  2.631
H  -4.207  1.032  2.386
H  -3.445  0.751  0.820
H  -2.127  2.075  3.149
H  0.030  1.730  4.292
H  1.040  -0.533  4.317
H  -0.085  -2.389  3.188

---

[3]
The following is a quantum chemistry calculation of C16H21BiN3O3 as an isolated structure at a distorted geometry, from OMol25.

Computed properties:
multiplicity: 1
Kohn-Sham gap: 6.5 eV
LUMO energy: 2.813 eV
E: -33383.671 eV
total charge: -1
F_max: 2.93 eV/Å
energy relative to the best compared isomer or geometry (same formula, charge and spin): 0.0 kJ/mol

CARTESIAN COORDINATES (ANGSTROEM)
C  -3.984  1.515  1.684
C  -3.995  2.315  0.499
C  -2.815  3.121  0.494
C  -2.072  2.824  1.678
C  -2.785  1.821  2.411
Bi  -1.728  0.107  0.312
C  -2.857  0.154  -2.450
C  -3.634  -0.658  -1.720
C  -4.513  -1.498  -1.197
N  -2.456  -1.440  1.476
H  -2.556  3.873  -0.248
H  -4.785  2.328  -0.252
H  -1.164  3.321  2.012
H  -2.493  1.412  3.375
H  -4.756  0.811  1.992
H  -3.121  1.203  -2.641
H  -1.811  -2.232  1.300
H  -1.927  -0.180  -2.933
H  -5.324  -1.962  -1.777
H  -4.448  -1.788  -0.136
C  3.343  -0.141  -2.504
C  3.602  0.277  -1.076
C  2.794  -0.460  0.034
C  3.030  -2.005  0.140
C  2.462  -2.890  -0.946
C  3.293  0.133  1.383
O  4.480  0.174  1.675
N  2.351  0.588  2.294
C  0.973  0.717  2.109
O  0.236  1.137  2.988
N  0.535  0.325  0.855
C  1.284  -0.206  -0.149
O  0.670  -0.542  -1.187
H  3.735  -1.137  -2.710
H  3.846  0.562  -3.172
H  2.271  -0.124  -2.720
H  4.674  0.195  -0.837
H  3.342  1.344  -0.973
H  4.111  -2.177  0.260
H  2.559  -2.307  1.091
H  2.903  -2.685  -1.920
H  2.666  -3.933  -0.691
H  1.378  -2.771  -1.029
H  2.688  0.880  3.206

---

[4]
The following is a quantum chemistry calculation of C16H21BrF5IN3O5P as an isolated structure at a distorted geometry, from OMol25.

Computed properties:
multiplicity: 1
Kohn-Sham gap: 6.2 eV
LUMO energy: -1.056 eV
E: -132642.199 eV
F_max: 8.62 eV/Å

CARTESIAN COORDINATES (ANGSTROEM)
C  -2.822  -2.274  1.332
C  -3.438  -0.739  1.580
O  -4.056  -0.503  2.740
O  -3.281  0.204  0.462
C  -2.918  1.557  0.915
N  -1.665  2.099  0.196
C  -0.877  0.979  -0.443
N  0.219  0.496  0.284
C  0.674  1.046  1.619
F  -0.348  1.017  2.691
F  1.233  2.423  1.359
C  1.972  0.172  2.210
C  1.979  -1.481  2.321
C  3.273  -2.323  2.960
C  4.612  -1.518  3.530
C  4.644  0.136  3.409
C  5.928  1.058  3.947
F  6.259  2.156  2.985
F  5.482  1.724  5.214
F  7.102  0.211  4.312
C  3.341  0.932  2.769
N  -1.143  0.324  -1.779
C  -2.275  0.974  -2.543
C  -3.017  -0.107  -3.581
C  -4.667  0.074  -3.384
I  -2.606  -2.216  -3.035
C  0.076  0.416  -2.710
P  1.062  -1.226  -2.841
O  0.660  -2.322  -1.776
O  2.769  -0.768  -2.742
O  0.826  -1.848  -4.476
H  -2.480  -2.794  2.326
H  -3.602  -2.980  0.777
H  -1.918  -2.163  0.561
H  -2.757  1.666  2.069
H  -3.817  2.283  0.627
H  -1.958  2.836  -0.491
H  0.786  -0.313  -0.110
H  1.033  -2.090  1.951
H  3.241  -3.510  3.038
H  5.511  -2.108  4.009
H  3.426  2.110  2.735
H  -3.153  1.384  -1.863
H  -1.937  1.906  -3.206
H  -2.812  0.127  -4.709
H  -5.284  -0.478  -4.217
H  -4.979  1.207  -3.238
H  -4.899  -0.459  -2.343
H  -0.215  0.714  -3.817
H  0.797  1.286  -2.327
H  2.923  -0.129  -3.523
H  1.616  -1.511  -5.026
Br  1.479  2.342  -0.746

---

[5]
The following is a quantum chemistry calculation of one molecule with the formula C16H21BrN4O5S at a distorted geometry, from OMol25.

Computed properties:
multiplicity: 1
Kohn-Sham gap: 8.7 eV
LUMO energy: -0.415 eV
E: -114007.441 eV
SMILES string: O=C(CNC(=O)c1nc(N2CCCCS2(=O)=O)cc(Br)c1O)NC1CCC1
F_max: 3.64 eV/Å
energy relative to the best compared isomer or geometry (same formula, charge and spin): 69.1 kJ/mol

CARTESIAN COORDINATES (ANGSTROEM)
O  3.953  1.921  1.331
C  3.186  1.083  0.890
C  2.946  -0.198  1.744
N  1.536  -0.444  2.115
C  0.551  -0.894  1.259
O  0.833  -1.012  0.082
C  -0.826  -1.274  1.756
N  -1.761  -1.682  0.870
C  -2.994  -1.989  1.265
N  -3.961  -2.392  0.387
C  -4.008  -1.742  -0.900
C  -2.899  -2.206  -1.924
C  -2.856  -3.692  -2.211
C  -2.633  -4.465  -0.885
S  -3.996  -4.098  0.270
O  -5.279  -4.544  -0.247
O  -3.653  -4.724  1.565
C  -3.321  -1.965  2.626
C  -2.404  -1.580  3.578
Br  -2.925  -1.258  5.416
C  -1.137  -1.256  3.130
O  -0.269  -0.963  4.126
N  2.460  1.320  -0.271
C  2.532  2.548  -1.035
C  1.211  3.160  -1.466
C  1.554  2.908  -2.920
C  2.852  2.270  -2.505
H  3.363  -1.053  1.172
H  3.552  -0.114  2.666
H  1.239  -0.264  3.082
H  -3.908  -0.630  -0.754
H  -4.980  -1.942  -1.287
H  -3.082  -1.629  -2.836
H  -1.892  -1.896  -1.607
H  -2.015  -3.924  -2.874
H  -3.792  -4.042  -2.713
H  -2.639  -5.545  -1.091
H  -1.691  -4.194  -0.369
H  -4.329  -2.214  2.928
H  -0.724  -0.985  4.985
H  1.872  0.572  -0.613
H  3.275  3.284  -0.644
H  0.332  2.583  -1.125
H  1.134  4.198  -1.160
H  1.653  3.785  -3.540
H  0.764  2.239  -3.340
H  2.909  1.225  -2.745
H  3.744  2.767  -2.859